a:
{
  "formula": "C4H6O2S2",
  "method": "ωB97M-V/def2-TZVPD",
  "gap_ha": [0.28035, 0.25272],
  "charge": 0,
  "elements": ["C", "C", "C", "C", "O", "O", "S", "S", "H", "H", "H", "H", "H", "H"],
  "coordinates": [[-1.128, 0.292, 0.524], [-0.580, -0.490, -0.406], [1.803, -0.059, -0.330], [0.781, -1.162, -0.200], [-1.225, 2.359, 1.992], [-2.934, 0.524, -1.335], [-0.518, 1.099, 1.969], [-2.683, 1.006, -0.015], [-1.177, -0.662, -1.264], [1.625, 0.421, 0.565], [1.685, 0.624, -1.099], [2.820, -0.398, -0.424], [0.717, -1.522, 0.859], [0.815, -2.032, -0.835]],
  "mulliken_charge": [0.124, -0.373, -0.983, -0.666, -0.466, -0.467, 0.335, 0.329, 0.555, 0.310, 0.360, 0.298, 0.291, 0.354]
}

b:
{
  "formula": "C4H6O2S2",
  "method": "ωB97M-V/def2-TZVPD",
  "gap_ha": 0.33265,
  "smiles": "COC(=S)COC=S",
  "charge": 0,
  "elements": ["C", "O", "C", "S", "C", "O", "C", "S", "H", "H", "H", "H", "H", "H"],
  "coordinates": [[1.643, -0.716, 0.103], [1.109, 0.341, 0.967], [-0.122, 0.704, 1.357], [-0.549, 1.826, 2.373], [-1.142, -0.146, 0.605], [-0.734, -0.565, -0.809], [-0.676, 0.414, -1.665], [-0.792, 2.038, -1.585], [2.141, -0.292, -0.866], [2.461, -1.373, 0.799], [0.935, -1.459, -0.088], [-1.269, -1.119, 1.096], [-2.162, 0.369, 0.574], [-0.844, -0.023, -2.861]],
  "mulliken_charge": [-0.674, -0.352, 0.624, -0.294, -0.611, -0.332, 0.036, -0.204, 0.231, 0.253, 0.418, 0.307, 0.363, 0.233]
}

c:
{
  "formula": "C4H6O2S2",
  "method": "ωB97M-V/def2-TZVPD",
  "gap_ha": 0.28351,
  "smiles": "C[C@H](O)C(=S)C(O)=S",
  "charge": 0,
  "elements": ["C", "C", "O", "C", "S", "C", "O", "S", "H", "H", "H", "H", "H", "H"],
  "coordinates": [[1.683, 0.134, -1.792], [1.060, -0.918, -0.915], [0.077, -1.642, -1.667], [0.307, -0.341, 0.319], [0.569, -1.017, 1.760], [-0.809, 0.712, 0.057], [-1.498, 0.477, -1.045], [-1.060, 1.944, 1.043], [0.892, 0.817, -2.248], [2.332, 0.801, -1.201], [2.222, -0.340, -2.660], [1.808, -1.592, -0.506], [-0.289, -2.357, -1.120], [-1.178, -0.365, -1.432]],
  "mulliken_charge": [-1.147, 0.078, -0.608, 0.160, -0.162, 0.185, -0.513, -0.271, 0.235, 0.364, 0.325, 0.439, 0.360, 0.554]
}

What should be chosen as the least stable of them? Choose a.

a:
{
  "formula": "CH6N3O",
  "method": "ωB97M-V/def2-TZVPD",
  "gap_ha": 0.42657,
  "charge": 1,
  "elements": ["C", "N", "N", "N", "O", "H", "H", "H", "H", "H", "H"],
  "coordinates": [[2.189, -0.885, -0.466], [3.080, -1.022, -1.278], [-0.695, 0.821, 0.034], [-1.367, -0.360, 0.444], [1.286, -0.968, 0.228], [-1.016, 1.652, 0.405], [3.728, -0.441, -1.766], [0.278, 0.599, -0.085], [-0.694, -1.143, 0.306], [-2.153, -0.565, -0.319], [-1.792, -0.313, 1.289]],
  "mulliken_charge": [0.604, -0.385, -0.404, -0.202, -0.574, 0.238, 0.300, 0.289, 0.407, 0.418, 0.309]
}

b:
{
  "formula": "CH6N3O",
  "method": "ωB97M-V/def2-TZVPD",
  "gap_ha": 0.37629,
  "smiles": "N/[NH+]=C(/N)O",
  "charge": 1,
  "elements": ["N", "N", "C", "N", "O", "H", "H", "H", "H", "H", "H"],
  "coordinates": [[-1.751, 0.742, -0.122], [-0.813, -0.262, 0.099], [0.555, -0.009, 0.048], [1.376, -0.991, 0.363], [1.591, 1.095, -0.301], [-2.115, 1.013, 0.809], [-2.475, 0.511, -0.794], [-1.142, -1.241, -0.220], [1.115, -1.981, 0.168], [2.336, -0.892, 0.388], [1.323, 2.015, -0.438]],
  "mulliken_charge": [-0.578, -0.038, 0.598, -0.305, -0.404, 0.284, 0.273, 0.308, 0.256, 0.243, 0.362]
}

c:
{
  "formula": "CH6N3O",
  "method": "ωB97M-V/def2-TZVPD",
  "gap_ha": 0.31889,
  "charge": 1,
  "elements": ["C", "N", "N", "N", "O", "H", "H", "H", "H", "H", "H"],
  "coordinates": [[-1.292, 0.084, -0.021], [0.219, 0.824, 1.591], [0.867, -1.007, -0.117], [-0.099, 0.098, 0.573], [1.962, -0.941, 0.212], [-1.948, 0.873, 0.245], [-1.219, -0.451, -0.923], [0.154, -0.651, -3.057], [-0.427, 1.523, 1.941], [1.152, 0.686, 2.159], [0.631, -1.039, -2.602]],
  "mulliken_charge": [-0.015, -0.619, 0.277, 0.513, -0.179, 0.237, 0.212, 0.095, 0.236, 0.304, -0.063]
}

What should be chosen as the least stable of them? Choose c.

a:
{
  "formula": "H8O4",
  "method": "ωB97M-V/def2-TZVPD",
  "gap_ha": 0.42946,
  "smiles": "O.O.O.O",
  "charge": 0,
  "elements": ["O", "H", "H", "O", "H", "H", "O", "H", "H", "O", "H", "H"],
  "coordinates": [[-1.559, 1.671, 0.301], [-1.921, 2.543, 0.183], [-0.725, 1.613, -0.056], [-0.732, -1.014, 1.047], [-0.978, -0.190, 1.397], [-0.753, -1.756, 1.599], [1.446, 1.174, -0.160], [1.170, 0.279, -0.558], [2.291, 0.899, 0.203], [0.776, -1.490, -1.186], [0.913, -1.976, -2.065], [0.074, -1.754, -0.706]],
  "mulliken_charge": [-0.622, 0.298, 0.322, -0.572, 0.310, 0.259, -0.663, 0.384, 0.298, -0.642, 0.313, 0.316]
}

b:
{
  "formula": "H8O4",
  "method": "ωB97M-V/def2-TZVPD",
  "gap_ha": 0.39738,
  "smiles": "O.O.O.O",
  "charge": 0,
  "elements": ["O", "H", "H", "O", "H", "H", "O", "H", "H", "O", "H", "H"],
  "coordinates": [[1.591, -0.889, 1.373], [2.279, -1.585, 1.387], [0.862, -1.358, 1.759], [-0.558, -0.953, -0.792], [-0.856, -0.296, -0.178], [0.302, -1.149, -0.462], [-0.160, 1.406, -2.643], [0.474, 1.683, -2.026], [-0.278, 0.525, -2.267], [-1.237, 0.913, 0.914], [-0.529, 1.238, 1.441], [-1.891, 0.464, 1.494]],
  "mulliken_charge": [-0.656, 0.310, 0.335, -0.716, 0.408, 0.330, -0.637, 0.276, 0.372, -0.683, 0.325, 0.336]
}

What should be chosen as the least stable of them? Choose a.

a:
{
  "formula": "C5H11NO3S",
  "method": "ωB97M-V/def2-TZVPD",
  "gap_ha": 0.36355,
  "smiles": "C/N=C/S(C)(=O)=O.C=CO",
  "charge": 0,
  "elements": ["C", "N", "C", "S", "C", "O", "O", "H", "H", "H", "H", "H", "H", "H", "C", "C", "O", "H", "H", "H", "H"],
  "coordinates": [[0.809, -2.146, -0.353], [-0.344, -1.397, -0.684], [-1.140, -1.111, 0.208], [-2.117, 0.497, 0.009], [-2.198, 0.949, -1.716], [-1.321, 1.408, 0.774], [-3.495, 0.144, 0.399], [0.641, -2.858, 0.389], [1.136, -2.672, -1.227], [1.543, -1.516, 0.066], [-1.139, -1.373, 1.284], [-1.792, 1.965, -1.599], [-1.398, 0.440, -2.345], [-3.152, 0.956, -2.067], [2.152, 0.935, 1.837], [2.328, 0.797, 0.525], [1.365, 1.221, -0.365], [2.952, 0.552, 2.468], [1.307, 1.411, 2.127], [3.206, 0.318, 0.046], [0.656, 1.479, 0.224]],
  "mulliken_charge": [-0.892, -0.255, -0.080, 1.142, -0.993, -0.652, -0.658, 0.424, 0.311, 0.260, 0.338, 0.352, 0.307, 0.417, -0.818, -0.061, -0.393, 0.242, 0.346, 0.444, 0.221]
}

b:
{
  "formula": "C5H11NO3S",
  "method": "ωB97M-V/def2-TZVPD",
  "gap_ha": 0.34685,
  "smiles": "O=S(=O)(O)C1CCNCC1",
  "charge": 0,
  "elements": ["O", "S", "O", "O", "C", "C", "C", "N", "C", "C", "H", "H", "H", "H", "H", "H", "H", "H", "H", "H", "H"],
  "coordinates": [[-2.720, -0.679, -0.431], [-1.578, -0.802, -1.416], [-1.613, -0.061, -2.662], [-1.273, -2.441, -1.751], [0.004, -0.287, -0.711], [0.169, 1.218, -0.591], [-0.137, 1.628, 0.853], [0.895, 1.074, 1.764], [1.527, -0.195, 1.185], [0.402, -1.043, 0.611], [-1.908, -3.135, -1.322], [0.517, -0.743, -1.542], [-0.619, 1.492, -1.293], [1.222, 1.402, -1.079], [0.098, 2.789, 1.017], [-1.177, 1.418, 1.109], [1.582, 1.831, 1.919], [2.060, -0.694, 2.040], [2.381, 0.121, 0.612], [-0.395, -0.849, 1.391], [0.566, -2.044, 0.297]],
  "mulliken_charge": [-0.614, 1.170, -0.592, -0.539, -0.163, -0.505, -0.650, -0.439, -0.649, -0.857, 0.372, 0.332, 0.447, 0.290, 0.315, 0.276, 0.297, 0.304, 0.374, 0.349, 0.481]
}

What should be chosen as the least stable of them? Choose a.

a:
{
  "formula": "C2H5NS2",
  "method": "ωB97M-V/def2-TZVPD",
  "gap_ha": 0.35417,
  "smiles": "C/N=C/SS",
  "charge": 0,
  "elements": ["C", "N", "C", "S", "S", "H", "H", "H", "H", "H"],
  "coordinates": [[-2.001, 0.481, 0.169], [-0.683, 0.925, -0.121], [0.316, 0.117, 0.007], [2.147, 0.661, -0.216], [3.226, -1.018, 0.129], [-2.613, 0.950, -0.663], [-2.205, -0.547, 0.280], [-2.306, 0.891, 1.084], [0.381, -0.888, 0.381], [3.737, -1.571, -1.049]],
  "mulliken_charge": [-0.730, -0.385, 0.005, -0.050, -0.227, 0.235, 0.347, 0.302, 0.332, 0.171]
}

b:
{
  "formula": "C2H5NS2",
  "method": "ωB97M-V/def2-TZVPD",
  "gap_ha": 0.36385,
  "smiles": "CN=C=S.S",
  "charge": 0,
  "elements": ["C", "N", "C", "S", "H", "H", "H", "S", "H", "H"],
  "coordinates": [[-0.895, -1.627, -0.164], [0.470, -1.328, -0.037], [1.377, -0.563, -0.033], [2.705, 0.251, 0.039], [-1.256, -2.035, 0.784], [-1.472, -0.737, -0.420], [-1.019, -2.382, -0.942], [-0.442, 2.535, -0.019], [-0.291, 3.700, 0.595], [0.823, 2.187, 0.198]],
  "mulliken_charge": [-0.565, -0.129, 0.329, -0.378, 0.250, 0.275, 0.248, -0.254, 0.139, 0.086]
}

What should be chosen as the least stable of them? Choose a.

a:
{
  "formula": "C2H5NS2",
  "method": "ωB97M-V/def2-TZVPD",
  "gap_ha": 0.32439,
  "charge": 0,
  "elements": ["C", "C", "H", "H", "H", "H", "H", "N", "S", "S"],
  "coordinates": [[2.127, 0.368, 0.130], [-0.609, -0.044, -0.201], [2.655, 0.597, 1.336], [1.476, 1.291, -0.357], [3.076, -0.323, -0.667], [-0.462, 1.157, -0.642], [-4.095, -1.436, 0.492], [-1.714, -0.618, -0.057], [0.908, -0.900, -0.048], [-3.362, -0.092, 0.014]],
  "mulliken_charge": [-0.598, 0.165, 0.251, 0.194, 0.237, 0.103, 0.174, -0.339, -0.035, -0.153]
}

b:
{
  "formula": "C2H5NS2",
  "method": "ωB97M-V/def2-TZVPD",
  "gap_ha": 0.31234,
  "smiles": "NCC(=S)S",
  "charge": 0,
  "elements": ["N", "C", "C", "S", "S", "H", "H", "H", "H", "H"],
  "coordinates": [[-0.191, 1.366, 0.412], [-0.808, 0.045, 0.269], [0.119, -0.852, -0.566], [-0.446, -2.104, -1.435], [1.828, -0.365, -0.285], [-0.859, 2.110, 0.581], [0.597, 1.387, 1.139], [-1.812, 0.106, -0.224], [-0.902, -0.499, 1.245], [2.475, -1.194, -1.137]],
  "mulliken_charge": [-0.584, -0.370, 0.180, -0.223, -0.192, 0.217, 0.211, 0.360, 0.238, 0.163]
}

What should be chosen as the least stable of them? Choose a.